233
Properties=species:S:1:pos:R:3:forces:R:3 method="wB97M-V/def2-TZVPD" smiles=COC[C@H](C)N.COCCNCCOC.COCCNCCOC.COCCNCCOC.COCCNCCOC.COCCNCCOC.COCCNCCOC.COCCNCCOC.COCCNCCOC.COCCNCCOC total_energy_ha=-4273.9654 homo_energy_ha=-0.2953 total_charge=0 de_lowest_kj_mol=496.7 mol_weight_g_mol=1287.9 gap_ev=8.502
C 2.847863 -3.399561 -4.466414 -0.2217 0.7558 1.4135
O 1.935557 -4.220079 -3.825245 -1.4912 -1.1488 0.4620
C 1.654896 -3.970854 -2.427629 0.0001 -0.2354 -1.6700
C 0.913271 -5.184164 -1.898547 -1.0077 -1.3242 0.3601
C -0.463870 -5.479327 -2.599405 0.4661 0.9075 -0.4604
N 0.753532 -5.132496 -0.446737 -0.1302 0.5227 -0.4155
H 3.826351 -3.779165 -4.172182 0.5761 0.2968 -0.7801
H 2.715900 -2.411824 -4.024762 0.4032 0.6019 -0.1508
H 2.616559 -3.297231 -5.526659 0.3443 -0.4974 -0.0048
H 2.575478 -3.751405 -1.886825 0.2799 -0.3024 0.2066
H 1.037609 -3.075828 -2.350339 -0.2934 0.2601 0.0793
H 1.523602 -6.077944 -2.028046 0.2492 0.0643 -0.5413
H -0.860434 -4.577584 -3.065981 0.1344 0.3214 -0.1302
H -1.289934 -5.792318 -1.960853 0.5424 -0.3090 0.4732
H -0.358359 -6.185008 -3.423405 0.0905 -0.0984 0.1147
H 1.685748 -5.179034 -0.060867 -0.0754 -0.1679 0.3375
H 0.452712 -4.188224 -0.251919 -0.5115 0.2357 0.4318
C -0.739120 1.894256 3.475583 -0.0951 -0.0639 0.9382
O -1.179279 3.237702 3.840164 0.4577 -1.0843 -0.5839
C -1.685361 3.993370 2.738054 0.1170 -0.7305 -0.0364
C -2.213112 5.341129 3.143200 0.8052 -0.1233 0.6462
N -1.186307 6.155190 3.801331 -0.0977 0.1513 -0.2716
C -1.796326 7.258502 4.503608 -0.2968 0.9389 0.3106
C -0.747698 8.194804 5.064386 -0.3419 1.5813 -0.0909
O -1.365510 9.319104 5.757560 1.1684 -0.5581 0.6982
C -0.378218 10.047897 6.564476 -1.8232 -0.2553 -0.8587
H -0.132764 1.779408 2.577116 -0.0164 0.6893 -0.2161
H -1.506744 1.120877 3.448553 -0.9880 0.5143 -0.4960
H -0.163983 1.447790 4.286749 0.4542 0.7889 0.2918
H -2.480205 3.424950 2.255139 -0.2724 -0.0509 -0.0999
H -0.914181 4.149373 1.983698 0.3854 -0.0675 -0.0413
H -3.057574 5.244106 3.825535 -0.4745 -0.1637 -0.1632
H -2.497271 5.819656 2.205986 -0.3200 0.2135 0.1159
H -0.695009 5.608684 4.494201 0.0584 -0.4262 -0.0832
H -2.496251 6.960099 5.284097 -0.0306 -0.3181 0.4314
H -2.419285 7.864167 3.845446 0.0570 -0.0826 -0.4177
H -0.237154 8.655513 4.218701 0.5061 -0.3429 -0.1324
H -0.025586 7.700078 5.713931 0.0251 -0.1735 0.1104
H -0.964405 10.725432 7.185304 -0.0309 -0.2461 0.2290
H 0.212961 10.717519 5.939811 0.4967 -0.4084 -0.1539
H 0.185338 9.345645 7.178775 0.2436 0.1920 -0.0765
C -3.289541 0.743654 7.148661 0.3641 -1.0517 -0.4504
O -3.220508 -0.226663 6.086302 -0.4814 1.3021 -1.1233
C -2.903137 -1.553205 6.453818 -0.3031 0.0204 0.0791
C -2.683914 -2.507680 5.219736 0.2346 0.6781 0.8117
N -2.127790 -3.791167 5.587864 0.9423 -0.1618 1.1065
C -1.352255 -4.422906 4.528107 0.0730 -0.0541 0.8198
C -0.830958 -5.818403 4.833714 -1.5259 -0.0340 0.6211
O -0.125201 -5.908977 6.048888 0.5454 0.5024 -0.2012
C 0.228603 -7.222523 6.347573 0.4145 -0.6681 1.1540
H -3.427188 1.756733 6.770747 -0.2424 -0.3054 -0.5238
H -2.333523 0.777817 7.671115 0.0740 -0.2304 0.3597
H -4.107707 0.491453 7.823276 0.0204 0.0372 0.2223
H -3.748504 -1.933766 7.027080 0.0382 -0.3193 0.4510
H -2.026887 -1.417561 7.087765 0.3370 -1.0304 0.0590
H -1.957289 -1.995030 4.589414 -0.1403 -0.0405 -0.3469
H -3.609494 -2.723599 4.686068 -0.2723 0.8232 -0.2439
H -2.838268 -4.416724 5.939985 -0.0382 -0.0454 -0.0299
H -0.453715 -3.831602 4.351835 -0.2508 0.4858 -0.3749
H -2.023219 -4.511815 3.673700 0.5155 -0.0418 -0.7814
H -0.290959 -6.167608 3.953624 0.3909 -0.1608 0.0256
H -1.705252 -6.453883 4.974684 -0.3194 -0.4319 -0.3600
H 0.890629 -7.682240 5.613751 -0.1924 -0.0768 -0.3125
H -0.600847 -7.872039 6.627264 -0.7211 -0.0986 -0.9184
H 0.740692 -7.295081 7.307062 0.5577 0.8206 -0.0229
C -10.576272 0.500249 -1.184815 0.4406 0.5658 0.7692
O -9.173740 0.404840 -0.894803 -0.1658 -0.5084 -0.6742
C -8.389365 1.258072 -1.721983 -0.4501 -0.6979 -0.2582
C -6.913021 1.020472 -1.598550 0.5030 -0.3738 1.9299
N -6.364357 1.340928 -0.249936 -0.1212 0.4826 -0.8217
C -4.938722 1.072119 -0.131800 -0.0575 1.1367 0.0206
C -4.534146 1.144348 1.343264 0.4504 -1.0765 -1.0390
O -5.090844 -0.047594 1.891937 -0.3144 0.8461 1.0071
C -4.661224 -0.274750 3.225063 0.1638 -0.7905 0.2420
H -10.856659 0.725203 -2.213833 0.5527 -0.0228 -0.3153
H -10.924898 1.330592 -0.570751 -0.5621 -0.0085 0.0252
H -11.097745 -0.419771 -0.920735 0.3111 -0.0220 0.2527
H -8.678411 2.294088 -1.545251 0.2152 0.2544 0.0571
H -8.590642 1.004197 -2.762717 -0.4015 0.1572 -0.3188
H -6.465950 1.579057 -2.420865 0.4227 0.4861 0.3641
H -6.630007 -0.015678 -1.784065 -0.4556 -0.4538 -0.4458
H -6.837878 0.843561 0.490672 -0.4210 -0.2846 -0.2720
H -4.455791 1.828304 -0.750731 0.4384 0.1773 0.2586
H -4.603886 0.127471 -0.560299 -0.0953 -0.4632 0.1063
H -4.838544 2.076689 1.818863 -0.5712 -0.0474 0.1951
H -3.457139 1.070683 1.494037 0.3824 0.1391 -0.4100
H -4.391218 0.591395 3.829200 -0.2714 0.4152 -0.3267
H -3.779345 -0.915194 3.240253 0.3085 -0.0115 -0.2548
H -5.413275 -0.842049 3.773410 -0.2824 0.1360 -0.1429
C 9.437477 -4.297054 -0.896163 0.0700 0.2562 -1.2040
O 9.568509 -3.393381 -1.980307 -1.1248 0.0981 -0.6285
C 8.648881 -3.593739 -3.101518 1.6791 2.3016 -0.2548
C 7.186398 -3.195408 -2.889529 0.2484 -1.0543 -0.4592
N 6.984944 -1.730617 -2.983440 0.3213 -1.6277 0.2134
C 5.579637 -1.335663 -3.100441 0.4970 0.1443 -0.1850
C 5.444563 0.188555 -3.074569 -0.4561 -1.0948 -0.0498
O 5.703839 0.776153 -1.806647 1.3755 0.5120 -0.5883
C 7.083434 1.226642 -1.660202 -0.4913 -0.2241 0.0221
H 9.532424 -5.300801 -1.310384 0.0738 -0.3896 0.3800
H 8.454364 -4.187070 -0.438459 0.1168 -0.0571 0.4953
H 10.283699 -4.046316 -0.256527 -0.3684 -0.2737 0.3480
H 8.953364 -4.462296 -3.685472 -0.7519 -0.7301 0.5093
H 8.998412 -2.782825 -3.740535 0.1287 0.0432 -0.3187
H 6.890752 -3.739133 -1.992276 -0.5776 0.6129 0.7526
H 6.573223 -3.690258 -3.642685 0.0861 0.1398 -0.4065
H 7.460924 -1.373049 -2.167544 -0.4046 0.4845 0.1148
H 4.924299 -1.926738 -2.460700 -0.1953 0.4620 0.8290
H 5.191020 -1.617936 -4.078911 0.4057 -0.1276 -0.4725
H 4.445023 0.415393 -3.445467 -0.4432 0.2510 0.7289
H 6.035536 0.542158 -3.919449 0.7853 0.3762 0.3635
H 7.394943 1.969386 -2.394626 -0.4812 0.2322 -0.2740
H 7.821105 0.431800 -1.770550 -0.1871 -0.2467 0.1172
H 7.217991 1.668002 -0.672681 -0.3728 -0.1166 -0.0002
C -9.840224 -3.427765 3.109394 0.0664 -0.0440 -0.7808
O -8.616627 -3.314948 2.387246 -0.6468 -0.2741 0.3144
C -8.836298 -2.785308 1.079570 1.4650 -0.4032 0.1219
C -7.435229 -2.407757 0.535653 -0.7421 -0.2776 -0.6701
N -6.523486 -3.573511 0.417784 -0.5555 0.4935 -0.1330
C -5.074744 -3.196775 0.293720 -2.2811 -1.0404 0.4096
C -4.226378 -4.445813 0.005298 -1.2158 1.6230 0.6059
O -3.957177 -5.035587 1.252949 0.1411 -0.0107 -0.0908
C -3.174912 -6.183910 1.098562 0.9577 -0.0633 1.1402
H -9.707042 -3.879064 4.092604 0.4209 0.4113 -0.0096
H -10.552276 -4.074637 2.596901 -0.0495 -0.2367 -0.3170
H -10.304995 -2.441985 3.127295 -0.1106 0.1480 0.5427
H -9.531069 -1.947293 1.135361 0.2322 0.4299 -0.0788
H -9.291000 -3.522602 0.417949 -0.0984 -0.3790 0.0254
H -7.083649 -1.543447 1.099099 0.4829 -0.1442 0.4225
H -7.591183 -2.036595 -0.477274 -0.0770 0.1895 -0.1736
H -6.695973 -4.164174 1.218702 0.3829 -0.0757 0.2359
H -4.859705 -2.766539 1.271854 1.0184 0.4688 -0.2831
H -5.066788 -2.487542 -0.533936 0.4628 0.1897 0.1563
H -3.347301 -4.070727 -0.518760 0.5075 -0.6139 -0.0679
H -4.845054 -5.135332 -0.569070 0.2337 -0.0115 -0.5254
H -2.951778 -6.548241 2.101344 -0.4477 -0.3120 0.1534
H -2.171541 -5.927246 0.758736 0.0652 -0.0029 -0.7960
H -3.643466 -6.972229 0.509395 -0.0384 0.0483 -0.1885
C 0.557784 6.239632 -2.286792 0.1123 0.3131 -0.2691
O -0.506433 5.349215 -2.463812 -0.9405 -0.8494 -0.5290
C -1.653170 5.852967 -3.180191 0.1748 0.5092 0.6818
C -2.798886 4.851498 -3.074342 0.8943 -0.7107 -0.2819
N -2.414560 3.674723 -3.874102 0.2457 0.5936 0.3162
C -3.248308 2.484515 -3.731132 0.4885 0.4015 -0.4436
C -2.603639 1.325907 -4.471167 -1.1507 0.0139 -0.3551
O -1.690799 0.649184 -3.652357 0.2877 1.4524 0.0210
C -0.911390 -0.257712 -4.341372 -0.6175 -1.6870 -0.2764
H 1.474990 5.685562 -2.087185 -0.1294 -0.2257 0.0410
H 0.376481 6.913220 -1.449222 -0.0873 0.1956 0.0879
H 0.731629 6.823355 -3.190747 0.0331 0.1870 -0.1152
H -1.418063 6.056175 -4.224944 0.2199 -0.1222 -0.1626
H -1.923750 6.800904 -2.715102 -0.2728 0.1829 0.0388
H -3.753592 5.241514 -3.427201 0.0746 0.2213 0.0737
H -2.850407 4.570212 -2.022520 -0.4689 0.1392 0.3468
H -1.470423 3.515187 -3.552761 0.2908 -0.6046 -0.1681
H -4.184866 2.757474 -4.217393 -0.2712 -0.3449 0.1233
H -3.427004 2.178799 -2.700253 -0.1834 0.0027 0.2701
H -2.173607 1.707664 -5.397148 0.5853 0.1212 0.0183
H -3.348170 0.607132 -4.813419 -0.4270 -0.1674 0.1249
H -1.502346 -1.161582 -4.489328 -0.1673 -0.5316 0.0843
H -0.086884 -0.557127 -3.694354 0.4041 0.3413 -0.4730
H -0.727517 0.023716 -5.378229 0.8895 0.5537 0.1782
C 2.279291 2.047692 -1.580257 1.6251 -0.7258 0.8532
O 1.227441 1.787212 -0.701378 -1.6649 -0.1199 -0.8438
C 0.108943 2.540496 -1.156951 -1.6689 0.3839 1.4849
C -1.264365 2.164602 -0.528364 0.8097 -0.0478 -0.8986
N -1.740208 0.843010 -0.896875 -0.0069 -0.2737 1.6088
C -1.063158 -0.159956 -0.094184 0.5314 -1.6385 -0.6242
C -1.631635 -1.583043 -0.346409 -0.3049 0.1391 1.1863
O -0.903743 -2.681182 0.267700 0.8490 0.9655 -3.5278
C -1.002125 -2.782456 1.629636 -0.6416 0.3806 0.2334
H 3.049441 1.301606 -1.384459 0.1183 -0.1703 0.0667
H 2.748349 2.982677 -1.273827 -0.0687 0.4542 -0.8270
H 2.024931 1.923501 -2.632854 -0.2158 0.5682 -0.0809
H -0.121001 2.480340 -2.220726 0.8836 -0.1816 -0.3633
H 0.235250 3.585439 -0.873680 0.3529 0.2960 -0.3442
H -1.979275 2.849974 -0.983636 0.0717 0.5120 0.1947
H -1.236937 2.345350 0.546189 -0.2595 -0.3548 0.0266
H -1.580066 0.696624 -1.883297 -0.0563 -0.0719 0.0375
H -1.123969 0.082941 0.966665 -0.1530 0.1117 0.0414
H -0.007130 -0.235783 -0.353312 0.3551 0.1386 0.1806
H -1.737372 -1.774134 -1.414306 0.3863 -0.1927 -0.0274
H -2.641814 -1.584926 0.063024 -0.3790 -0.1404 0.0750
H -0.452921 -3.662218 1.965061 -0.1557 -0.0606 -0.0989
H -2.081834 -2.889262 1.734143 -0.1599 -0.0101 1.5088
H -0.556359 -1.893077 2.075039 -0.2518 0.0770 0.6839
C 4.509998 1.938732 3.827079 -0.2076 -1.3943 -0.2995
O 4.343288 0.910815 2.812728 1.2657 0.8978 0.6287
C 3.136840 1.048211 2.136934 -1.4870 -1.3399 -0.3574
C 2.883059 -0.189445 1.234834 0.5561 0.5259 0.4497
N 2.767585 -1.417489 2.017055 0.0701 0.4007 0.7655
C 2.649926 -2.592329 1.167494 -0.2158 0.1097 0.9818
C 2.943039 -3.908512 1.984704 -0.2373 1.2496 -1.2606
O 3.055934 -5.036786 1.122344 0.2874 -0.0961 0.3333
C 4.297950 -5.146548 0.451686 0.3270 1.2773 0.4532
H 4.392831 2.941658 3.416593 -0.1765 0.0037 -0.0033
H 5.485981 1.846068 4.303501 0.1476 -0.1294 -0.4552
H 3.794879 1.696968 4.613366 -0.3363 0.5275 0.0746
H 3.038414 1.979740 1.579553 0.2551 0.1163 -0.2550
H 2.314279 1.011229 2.851166 -0.2643 0.2851 0.3690
H 3.743857 -0.285771 0.573135 0.1569 0.1336 -0.5590
H 1.978731 -0.039707 0.645026 0.0516 0.1206 0.0190
H 3.618667 -1.462241 2.559049 0.1796 -0.1624 0.2584
H 3.350200 -2.462104 0.342406 0.1770 -0.5368 -0.4319
H 1.631738 -2.507689 0.787720 -0.0308 -0.6884 -0.3379
H 2.177262 -4.110102 2.733729 -0.1724 -0.0594 -0.2720
H 3.860318 -3.705625 2.537458 0.4017 -0.3071 0.0400
H 5.079469 -5.042730 1.204376 0.4065 -0.9955 0.1008
H 4.541527 -4.274435 -0.155089 -0.5129 0.2934 -0.5189
H 4.333612 -6.010364 -0.212132 -0.0662 -0.1793 0.5681
C 5.107920 5.002101 -1.444595 -1.1353 0.0842 -0.6459
O 4.653624 4.296775 -2.622951 0.9738 0.7435 -0.4409
C 5.552218 4.448275 -3.762616 0.0294 0.3309 1.4198
C 5.099142 3.611544 -4.916295 -0.4779 -0.8705 -0.5750
N 5.930840 3.708880 -6.170172 -1.6430 0.5594 1.7261
C 7.237601 3.159046 -5.913788 -0.2641 -0.0156 -1.2610
C 7.789898 2.751636 -7.310750 1.3812 -0.4709 1.0930
O 7.527373 1.384520 -7.630692 -0.1230 0.4545 0.6293
C 8.432467 0.430178 -7.063581 -0.0775 0.3363 -1.1485
H 4.328451 4.755992 -0.723515 0.6030 -0.3540 0.4655
H 5.055568 6.090034 -1.486430 -0.2426 0.3389 -0.8259
H 6.143904 4.851289 -1.141132 -0.0296 -0.9370 0.0425
H 6.499456 4.044930 -3.404641 0.4733 0.3021 -0.1384
H 5.652802 5.505050 -4.010049 0.0581 0.1309 -0.1066
H 4.028281 3.731392 -5.080581 0.0436 0.6338 -0.4849
H 5.127527 2.594424 -4.525429 0.2256 -0.4870 -0.0256
H 5.512985 3.070196 -6.831675 -0.4011 0.0792 -0.1727
H 7.097651 2.286825 -5.275252 0.5879 -0.5165 0.0792
H 7.831902 3.887466 -5.362144 0.3235 -0.0182 -0.2854
H 8.863787 2.937232 -7.290338 0.4063 -0.2728 -0.0850
H 7.448443 3.372054 -8.139353 -0.6003 -0.0344 0.2878
H 8.586003 0.433227 -5.984456 -0.5855 0.1861 0.1920
H 9.414394 0.592616 -7.508034 0.2382 -0.0638 -0.0907
H 8.040580 -0.519181 -7.428599 0.1911 -0.1110 0.3916